# C8H8N2NiO4S

A structure of composition C8H8N2NiO4S in a non-equilibrium geometry (wB97M-V/def2-TZVPD, the OMol25 dataset).

Calculated values
* lowest unoccupied orbital energy (spin up / spin down): -8.6 / -11.6 eV
* gap between HOMO and LUMO (spin up / spin down): 0.303 / 0.201 hartree
* molecular weight: 286.92 g mol⁻¹

Structure (ORCA input):
```
! wB97M-V def2-TZVPD RIJCOSX def2/J DEFGRID3
* xyz 2 3
C 0.22 -0.03 1.27
Ni 0.07 -0.30 -1.44
S 0.30 -1.58 0.38
N 0.43 1.32 1.05
H 0.64 1.78 0.16
O 2.80 -0.49 -2.07
O -2.63 -0.45 -1.99
O 0.11 -2.89 -2.58
C -0.16 1.12 3.16
H -0.62 -1.27 4.21
H -0.35 1.21 4.19
H 0.44 -2.09 3.01
C -0.42 -1.43 3.15
N -0.13 -0.13 2.56
C 0.07 1.61 -1.78
C 0.15 2.03 2.18
C -1.60 -0.26 -1.55
H 0.21 3.09 2.18
C 1.75 -0.30 -1.69
H -1.28 -1.88 2.65
H 0.00 0.51 -6.02
C 0.09 -1.89 -2.05
H 0.01 -0.09 -6.43
O -0.10 2.42 -2.56
*
```